No. 1
16
Properties=species:S:1:pos:R:3:forces:R:3:mulliken_charge:R:1 method="wB97M-V/def2-TZVPD" orbital_gap_ev=12.51 spin_multiplicity=1 smiles=CC.CC homo_ev=-11.399 molar_mass_g_mol=60.14 charge=0 energy_ha=-159.57132
C 1.9550 0.0348 0.1702 -0.892 -0.591 0.333 -0.530
C 2.6812 -0.6236 -0.9967 0.889 -0.041 0.343 -0.864
H 0.8701 -0.0468 0.0916 0.002 -0.085 -0.205 -0.041
H 2.1918 -0.5245 1.0791 0.149 0.243 0.063 0.272
H 2.1450 1.0868 0.3647 0.349 0.074 -0.302 0.334
H 2.2226 -0.6076 -1.9831 -0.161 0.490 0.087 0.313
H 2.8521 -1.6773 -0.7814 -0.163 -0.134 0.069 0.262
H 3.6902 -0.2010 -1.0355 -0.092 0.001 -0.408 0.251
C -1.9621 0.9684 0.2578 0.272 0.463 1.279 -0.578
C -2.7211 -0.3425 0.4383 -0.234 0.069 -0.162 -0.850
H -1.9964 1.4693 -0.7026 -0.006 -0.238 -0.217 0.304
H -2.2451 1.7082 1.0135 -0.652 0.030 -0.169 0.275
H -0.9390 0.8327 0.6096 0.281 -0.194 -0.787 -0.010
H -3.7756 -0.2283 0.7020 0.138 0.252 0.187 0.317
H -2.2128 -0.8902 1.2302 -0.275 -0.274 -0.001 0.280
H -2.7559 -0.9582 -0.4576 0.395 -0.066 -0.110 0.264


No. 2
23
Properties=species:S:1:pos:R:3:forces:R:3:mulliken_charge:R:1 method="wB97M-V/def2-TZVPD" orbital_gap_ev=9.97 spin_multiplicity=1 smiles=Cc1ccccc1.CC homo_ev=-8.947 molar_mass_g_mol=122.21 charge=0 energy_ha=-351.31025
C 3.0431 -1.3993 -2.0140 0.714 -0.077 1.155 -0.881
C 2.1462 -0.2857 -2.4768 -1.253 -0.068 0.237 -0.606
H 3.8389 -1.6047 -2.7283 -0.113 -0.269 -0.078 0.296
H 3.5432 -1.1658 -1.0644 0.095 0.400 -0.205 0.267
H 2.5156 -2.3042 -1.7146 -0.229 -0.170 -0.658 0.281
H 1.3147 -0.1102 -1.7828 0.256 -0.067 0.194 0.087
H 1.6213 -0.5842 -3.3871 0.339 0.317 -0.291 0.295
H 2.6455 0.6748 -2.5733 0.171 -0.059 -0.342 0.267
C -3.5199 0.1075 1.4604 -1.225 0.952 -1.445 -1.425
C -1.5956 1.4660 0.5932 -0.229 -0.591 -0.352 -0.360
C -2.0676 0.2512 1.1216 0.238 -0.184 0.344 0.864
C -0.2382 1.7515 0.5483 0.259 -0.028 0.497 -0.490
C 0.6789 0.8131 1.0178 -0.412 -0.555 0.785 -0.580
C -1.1527 -0.7285 1.4611 0.562 0.646 0.743 -0.553
C 0.2111 -0.4150 1.4694 -0.230 -0.348 -0.208 -0.314
H -2.3546 2.1090 0.1619 0.207 0.488 0.315 0.358
H 0.1556 2.7382 0.3398 -0.332 0.046 -0.490 0.370
H -3.8759 0.9974 1.9826 0.215 -0.065 0.363 0.335
H -3.9162 -0.7627 1.9734 0.671 -0.266 0.132 0.363
H 1.7160 1.0451 1.2168 0.070 0.196 -0.424 0.423
H -1.4827 -1.6365 1.9491 -0.060 -0.116 -0.186 0.319
H 0.8748 -1.1429 1.9214 0.206 0.078 -0.198 0.371
H -4.1014 0.1858 0.5246 0.079 -0.259 0.113 0.314


No. 3
110
Properties=species:S:1:pos:R:3:forces:R:3:mulliken_charge:R:1 method="wB97M-V/def2-TZVPD" orbital_gap_ev=5.70 spin_multiplicity=1 homo_ev=-10.035 molar_mass_g_mol=1382.48 charge=+1 energy_ha=-12999.67165
C 5.8959 -2.8137 0.0659 -0.135 0.455 -1.017 -1.846
C 4.9403 -1.9118 -0.7925 -0.783 0.220 -0.056 1.017
C 5.5246 -1.0555 -1.8250 -2.763 0.442 -0.017 -0.841
C 4.6486 -0.1801 -2.6266 -0.960 -1.898 2.188 -0.471
C 3.2127 -0.2009 -2.3458 -0.584 -0.996 0.206 0.001
C 2.1982 0.7224 -3.1159 1.350 0.922 -0.075 0.884
C 2.6634 1.0720 -4.5770 -0.536 0.194 -0.320 -1.302
C 2.1844 2.1032 -2.3059 0.542 -1.059 0.033 -1.284
C 2.6133 -1.0804 -1.3176 3.569 -0.421 0.185 -0.372
O 1.2270 -1.0645 -1.0768 0.422 -0.451 -0.721 0.245
C 0.6400 -2.3402 -1.2922 -0.624 -1.133 0.238 -1.360
C -0.6412 -2.2900 -2.2011 -1.845 -0.034 -1.517 0.391
C -1.8305 -1.4131 -1.9404 0.852 -1.794 -2.499 1.085
B -1.9417 -0.4130 -0.6881 0.884 0.429 1.748 0.901
O -1.3529 -0.8484 0.5194 -1.823 -0.229 -1.598 -0.601
N -2.6252 0.8904 -0.6746 -0.508 -1.413 -1.521 0.004
C -4.0016 0.8142 -0.1304 0.288 0.077 1.261 -0.901
C -2.5683 1.5959 -1.9754 0.109 0.771 0.303 -0.473
C -2.9725 -1.4958 -2.8558 2.838 -0.062 0.698 -1.536
N -2.9927 -2.3553 -3.9458 2.008 0.234 1.065 -0.136
C -1.9343 -3.1970 -4.2588 1.605 1.014 0.920 -0.355
S -2.0326 -4.3267 -5.6766 -0.224 0.064 0.558 -0.195
C -0.7512 -3.1711 -3.3943 -1.560 1.008 0.414 0.648
F 0.2494 -4.0110 -3.7250 -0.923 0.969 0.471 -0.264
C 3.4835 -1.9666 -0.5039 1.160 2.260 -2.536 -0.011
H 6.6074 -2.1727 0.6536 -0.715 -0.651 -0.444 0.338
H 6.5154 -3.4242 -0.6354 -0.450 0.348 0.585 0.444
H 5.3154 -3.4814 0.7402 0.594 0.512 -0.582 0.362
H 6.6180 -1.0397 -2.0371 -0.998 -0.175 0.400 0.351
H 5.0975 0.5021 -3.4022 -1.472 -1.577 1.051 0.332
H 1.1850 0.2596 -3.1867 0.781 0.290 0.363 -0.148
H 3.7274 1.4221 -4.6342 -0.938 -0.443 0.126 0.206
H 2.0444 1.9417 -4.9411 0.531 -0.814 0.339 0.377
H 2.4917 0.2385 -5.3133 0.357 0.643 0.785 0.352
H 3.0952 2.6629 -2.6520 -0.984 -0.221 0.287 0.375
H 2.3769 1.8584 -1.2277 -0.581 0.490 -0.826 0.320
H 1.2465 2.6861 -2.4577 0.786 -0.327 0.140 0.350
H 0.2959 -2.7884 -0.3144 0.173 0.596 -0.793 0.317
H 1.3936 -3.0725 -1.6932 -0.807 0.816 0.035 0.654
H -1.9376 -0.4831 1.2055 0.840 0.217 0.251 0.228
H -4.4102 1.8483 0.0000 0.166 -0.938 -0.310 0.330
H -4.6950 0.1463 -0.7056 0.340 0.730 0.205 0.197
H -3.9203 0.3743 0.9049 -0.298 0.419 -0.902 0.272
H -1.5074 1.6110 -2.3258 -0.848 -0.026 0.134 -0.086
H -3.2407 1.1811 -2.7697 0.481 0.296 0.522 0.293
H -2.8894 2.6541 -1.7847 0.369 -0.907 -0.338 0.181
H -3.8402 -0.8510 -2.6391 0.859 -0.507 -0.669 0.792
H -3.8112 -2.4185 -4.5554 0.236 0.173 0.303 0.409
H -1.8289 -3.5990 -6.8239 -0.004 0.362 1.052 0.214
H 3.0816 -2.6254 0.2993 0.392 0.646 -0.760 0.317
C -7.0987 -2.4054 -2.4640 -0.254 0.047 0.044 -0.098
Cl -7.5365 -0.7916 -1.9000 0.036 -0.095 -0.029 -0.128
Cl -5.3404 -2.5496 -2.6830 -1.650 -0.779 0.420 -0.173
H -7.4234 -3.1371 -1.7290 0.160 0.064 0.002 0.258
H -7.5902 -2.5936 -3.4135 0.404 0.119 0.222 0.092
C 3.4694 -2.1553 3.6832 0.057 0.173 0.133 0.340
Cl 4.8998 -1.8307 2.7083 -0.081 0.198 0.482 -0.098
Cl 2.5595 -3.5373 3.0500 -0.109 -0.064 0.032 -0.194
H 3.7696 -2.3705 4.7053 0.027 -0.101 -0.123 0.409
H 2.8414 -1.2750 3.6556 -0.080 -0.123 -0.110 -0.426
C 1.2027 1.6991 3.5614 -0.009 -0.024 -0.283 0.107
Cl 2.2790 0.9172 4.7210 0.041 0.222 0.329 -0.119
Cl 0.9806 0.6733 2.1370 -0.085 -0.018 -0.127 -0.030
H 0.2426 1.8742 4.0308 0.069 -0.181 -0.064 -0.338
H 1.6403 2.6426 3.2520 0.074 -0.162 -0.025 0.333
C -4.7983 4.5970 -3.6212 0.047 0.163 -0.155 -0.325
Cl -5.4243 3.1411 -2.8337 -0.290 -0.027 -0.119 -0.098
Cl -3.9131 5.6128 -2.4793 0.011 -0.003 -0.067 -0.145
H -4.1277 4.3021 -4.4233 0.001 -0.035 0.138 0.249
H -5.6319 5.1638 -4.0253 0.014 -0.057 0.145 0.326
C 7.5983 2.9272 -4.2424 0.275 0.101 -0.015 -0.211
Cl 6.6482 1.6878 -3.4039 1.058 0.939 -0.156 -0.100
Cl 6.5805 3.8986 -5.3108 0.022 0.001 -0.003 -0.163
H 8.0572 3.5781 -3.5046 -0.123 -0.045 -0.030 0.127
H 8.3679 2.4409 -4.8346 -0.128 -0.001 0.011 0.282
C -10.4473 -4.2650 -2.7970 -0.161 -0.183 0.205 -0.095
Cl -12.1738 -3.9783 -2.5992 0.108 0.294 -0.053 -0.133
Cl -9.7338 -3.1294 -3.9567 -0.436 -0.098 -0.323 -0.201
H -9.9579 -4.1408 -1.8356 -0.070 0.084 -0.076 0.192
H -10.2976 -5.2783 -3.1595 -0.055 0.112 -0.076 0.271
C -0.9438 3.8865 6.1459 -0.084 0.249 0.055 0.142
Cl 0.5568 4.1809 5.2557 -0.061 0.358 0.271 -0.123
Cl -1.8172 2.4870 5.5054 -0.091 0.092 -0.262 -0.185
H -0.7021 3.7043 7.1871 0.064 -0.122 -0.121 -0.174
H -1.5802 4.7628 6.0610 0.050 -0.095 -0.150 0.324
C -0.4011 1.7886 9.6934 -0.075 -0.137 0.351 -0.236
Cl 0.8353 2.9603 9.2148 -0.164 -0.240 0.090 -0.075
Cl -1.7572 1.7718 8.5573 -0.048 0.299 0.543 -0.120
H 0.0461 0.7983 9.7189 -0.027 0.069 -0.157 0.120
H -0.7726 2.0523 10.6796 -0.008 0.079 -0.125 0.334
C 4.2627 4.7409 9.0024 0.050 -0.058 0.152 -0.338
Cl 5.5032 5.9113 8.5408 0.029 -0.039 0.072 -0.159
Cl 2.9193 4.7376 7.8525 0.180 0.119 -0.110 -0.086
H 4.7060 3.7496 9.0270 -0.024 0.087 -0.121 0.298
H 3.8824 5.0007 9.9863 -0.012 0.078 -0.126 0.293
C 11.1078 5.3315 -4.1160 0.100 0.163 -0.023 -0.249
Cl 10.7676 4.2469 -2.7611 0.047 0.043 0.071 -0.149
Cl 10.4141 4.7198 -5.6228 0.020 0.065 -0.028 -0.139
H 10.6791 6.3062 -3.9021 -0.074 -0.135 -0.010 0.263
H 12.1838 5.4186 -4.2344 -0.085 -0.134 -0.001 0.292
C 0.4484 -1.3483 7.0563 -0.065 -0.125 -0.208 0.125
Cl 1.7399 -0.8826 8.1707 0.082 0.003 -0.082 -0.157
Cl -1.1431 -1.2057 7.8129 0.110 -0.438 -0.167 -0.149
H 0.4839 -0.6968 6.1876 0.002 0.073 0.155 -0.101
H 0.6025 -2.3800 6.7519 -0.001 0.050 0.149 0.312
C -10.8592 -7.7914 -1.0429 -0.116 -0.257 -0.092 -0.310
Cl -10.0010 -6.5557 -0.1097 0.097 -0.023 0.063 -0.147
Cl -12.2867 -7.1226 -1.8412 0.103 -0.347 0.051 -0.120
H -10.1880 -8.1905 -1.7980 -0.033 0.125 0.037 0.273
H -11.1712 -8.5847 -0.3700 -0.004 0.156 0.030 0.326


No. 4
85
Properties=species:S:1:pos:R:3:forces:R:3:mulliken_charge:R:1 method="wB97M-V/def2-TZVPD" orbital_gap_ev=7.81 spin_multiplicity=1 homo_ev=-7.983 molar_mass_g_mol=955.18 charge=0 energy_ha=-3557.40298
Tl 0.3263 -0.4386 1.5621 0.130 0.009 -0.003 0.986
N 0.5556 3.3949 -0.0089 0.008 -0.015 0.017 0.151
C 1.7244 2.8213 0.5057 -0.118 0.062 0.131 -0.158
N 2.9114 3.3807 0.3839 0.017 -0.018 0.032 -0.459
N 3.7266 2.5579 1.0693 -0.004 -0.004 -0.039 -0.746
N 3.0534 1.5688 1.5617 -0.101 0.095 -0.029 0.020
N 1.7484 1.7096 1.2393 0.122 -0.017 -0.075 0.351
C -0.4540 2.6500 -0.5270 -0.058 0.007 0.034 -0.244
N -1.6347 3.1834 -0.9639 -0.019 -0.027 0.022 -0.934
N -2.3530 2.1854 -1.3559 0.019 0.023 -0.013 -0.547
N -1.6389 1.0929 -1.1629 0.111 -0.044 -0.061 1.404
N -0.4319 1.3411 -0.6377 -0.053 -0.005 -0.006 0.386
H 0.5875 4.3690 -0.2591 0.025 -0.010 -0.027 0.300
C 4.4377 -2.6930 -1.1034 -0.012 -0.028 0.011 -1.184
C 4.3069 -2.0904 0.2424 0.024 0.096 -0.017 0.901
N 5.1175 -1.2350 0.7754 -0.096 0.055 0.075 -0.788
N 4.5539 -0.9474 1.9860 0.110 -0.347 0.052 0.378
C 3.4091 -1.5953 2.2276 0.257 0.288 -0.211 0.039
S 2.4297 -1.4668 3.5746 -0.126 -0.109 0.133 -0.399
N 3.2467 -2.3413 1.0877 -0.044 -0.055 0.057 0.629
N 2.1487 -3.1542 0.8430 -0.025 0.054 -0.033 -0.755
H 5.3557 -2.3332 -1.5604 -0.008 0.006 0.001 0.366
H 3.5875 -2.4043 -1.7235 -0.010 0.003 -0.026 0.079
H 4.4681 -3.7822 -1.0475 0.004 0.001 -0.005 0.402
H 4.9264 -0.2183 2.5710 -0.056 0.075 -0.101 0.246
H 1.7493 -2.9051 -0.0578 -0.059 0.023 0.002 -0.008
H 2.4203 -4.1284 0.8817 -0.009 -0.003 -0.022 0.260
C -2.9729 -0.3479 -3.4069 0.054 0.020 -0.040 -2.039
P -2.2163 -0.4446 -1.7817 -0.553 -0.032 0.276 2.312
C -1.6483 -2.1149 -1.3584 0.137 0.072 -0.065 0.704
C -1.7589 -2.6262 -0.0709 -0.016 -0.009 0.023 -0.452
C -1.3597 -3.9291 0.1914 -0.005 -0.009 -0.015 -1.041
C -0.9039 -4.7375 -0.8380 -0.002 0.018 -0.014 -0.562
C -0.8351 -4.2400 -2.1344 -0.014 -0.002 0.014 -0.881
C -1.1856 -2.9270 -2.3937 0.013 -0.010 -0.011 -0.495
C -3.6963 -0.3910 -0.6760 -0.002 0.073 -0.009 0.757
C -3.5260 0.0221 0.6490 0.056 0.015 -0.107 0.403
C -4.5736 -0.0092 1.5516 -0.083 0.010 0.044 -0.729
C -5.8292 -0.4322 1.1363 0.029 0.007 -0.012 -0.801
C -6.0187 -0.8324 -0.1763 0.003 -0.010 -0.023 -0.738
C -4.9587 -0.8214 -1.0743 -0.016 -0.072 -0.001 -0.867
H -3.6692 -1.1837 -3.4642 -0.011 0.011 0.020 0.574
H -2.2651 -0.4230 -4.2237 -0.008 -0.021 -0.002 0.387
H -3.5195 0.5924 -3.4671 0.023 0.012 0.000 0.345
H -2.1444 -2.0235 0.7383 -0.051 -0.005 -0.015 0.629
H -1.4207 -4.3095 1.2024 0.008 0.002 0.003 0.459
H -0.6134 -5.7607 -0.6357 0.003 0.003 0.004 0.433
H -0.4930 -4.8709 -2.9442 -0.001 0.003 0.002 0.442
H -1.0778 -2.5294 -3.3935 0.002 0.005 0.009 0.361
H -2.5628 0.3699 1.0062 -0.062 -0.027 0.012 -0.340
H -4.3972 0.3008 2.5735 0.039 -0.014 -0.038 0.548
H -6.6569 -0.4462 1.8333 -0.002 -0.003 0.000 0.402
H -6.9954 -1.1573 -0.5104 0.001 0.000 -0.003 0.410
H -5.1460 -1.1536 -2.0858 0.002 0.005 0.000 0.248
C -1.4653 3.0330 2.8145 -0.030 -0.022 -0.021 -0.684
N -0.8461 2.2887 3.8977 0.015 -0.021 -0.027 0.259
C 0.2476 2.9599 4.5828 -0.042 0.009 0.024 -1.011
C -1.1847 0.9986 4.1025 0.058 -0.048 0.058 0.709
C -0.5042 0.2650 5.2347 0.035 0.006 -0.018 -1.544
O -1.9974 0.4137 3.3805 -0.031 0.089 0.070 -0.472
H -2.2360 3.7072 3.1966 0.015 0.007 0.000 0.367
H -1.9288 2.3434 2.1141 -0.001 0.022 0.008 -0.110
H -0.7064 3.6173 2.2993 0.037 0.016 -0.048 0.433
H -0.0058 4.0132 4.7022 0.002 -0.001 0.001 0.364
H 1.1730 2.8840 4.0054 0.004 0.003 -0.008 0.249
H 0.4093 2.5424 5.5714 0.014 -0.009 -0.010 0.403
H -0.6595 0.7635 6.1917 -0.029 -0.002 -0.002 0.476
H 0.5723 0.2015 5.0616 -0.008 -0.004 0.005 0.354
H -0.9206 -0.7367 5.2760 0.012 -0.007 0.001 0.277
O -0.9469 1.8549 -3.8734 -0.008 0.049 -0.020 -0.671
S -0.0204 0.7642 -4.0270 0.003 -0.086 0.070 1.021
O -0.0412 0.0529 -5.2763 -0.018 0.012 -0.024 -0.730
N -0.2101 -0.3029 -2.7769 0.286 -0.024 -0.126 -0.013
C 0.9435 -0.4229 -2.0561 -0.062 -0.080 0.059 -0.889
O 1.1166 -1.2124 -1.1274 0.059 -0.067 0.009 -0.250
C 1.9929 0.5459 -2.4885 0.014 -0.001 0.026 0.141
C 3.1898 0.8217 -1.8529 -0.003 -0.005 -0.058 0.247
C 3.9818 1.8366 -2.3714 0.013 0.015 -0.010 -1.047
C 3.5870 2.5434 -3.5047 0.011 0.009 -0.001 -0.634
C 2.3794 2.2733 -4.1384 0.026 0.005 0.032 -0.942
C 1.6021 1.2725 -3.5924 0.039 0.039 -0.031 0.418
H 3.4728 0.3000 -0.9509 0.033 -0.043 0.094 0.795
H 4.8998 2.1042 -1.8661 -0.007 -0.007 0.009 0.431
H 4.2182 3.3384 -3.8790 0.000 -0.004 -0.011 0.399
H 2.0532 2.8402 -4.9996 -0.008 -0.008 -0.002 0.511